This record from the OMol25 dataset describes a molecular structure, C9H36F4Mn2N18O13P2 at a distorted geometry. The level of theory is the ωB97M-V functional and the def2-TZVPD basis.

## Properties
Molar mass: 852.3 g/mol
ΔE to the lowest compared entry with this formula, charge and spin: 155.6 kJ/mol
Electronic energy: -5712.780782 Ha
LUMO (spin up / spin down): -4.41 / -4.79 eV
Frontier orbital gap (spin up / spin down): 8.6 / 8.3 eV
⟨S²⟩: 30.01

Structure (ORCA input):
```
! wB97M-V def2-TZVPD RIJCOSX def2/J DEFGRID3
* xyz 2 11
Mn 2.691 -2.718 1.733
Mn -2.714 -0.850 2.012
O -1.064 -0.965 0.816
P 0.198 -0.919 0.017
O 1.335 -1.742 0.572
F 0.746 0.578 -0.125
F -0.038 -1.364 -1.486
O 1.012 -2.766 2.981
P -0.168 -2.323 3.840
O -1.583 -2.011 3.325
F 0.328 -1.057 4.662
F -0.377 -3.389 4.991
C 3.517 0.433 2.435
O 3.201 -0.757 2.311
N 2.799 1.437 2.041
N 4.700 0.846 2.880
H 3.128 2.329 2.367
H 1.916 1.279 1.582
H 5.037 1.766 3.109
H 5.367 0.127 3.118
C 4.398 2.934 -1.960
O 5.436 3.540 -1.706
N 3.687 2.288 -1.040
N 3.781 3.014 -3.132
H 4.085 2.432 -0.124
H 2.721 2.014 -1.089
H 4.207 3.568 -3.856
H 2.834 2.672 -3.159
C -0.902 1.770 3.185
O -1.678 0.852 2.933
N 0.169 1.637 3.956
N -1.128 3.006 2.737
H 0.560 2.510 4.269
H 0.302 0.717 4.338
H -1.811 3.227 2.032
H -0.680 3.747 3.252
C 2.779 -2.805 -2.759
O 2.517 -3.551 -1.832
N 3.867 -2.931 -3.536
N 1.999 -1.752 -3.024
H 4.380 -3.783 -3.387
H 4.032 -2.218 -4.225
H 1.130 -1.730 -2.499
H 2.510 -1.032 -3.509
C -0.120 2.297 -3.146
O 0.723 3.004 -2.616
N -1.347 2.768 -3.585
N -0.125 1.010 -3.449
H -1.908 2.200 -4.192
H -1.469 3.743 -3.360
H 0.569 0.451 -2.978
H -0.798 0.710 -4.128
C -4.686 -2.947 0.527
O -3.776 -2.274 1.003
N -5.957 -2.616 0.495
N -4.545 -4.174 0.099
H -6.177 -1.742 0.950
H -6.779 -3.196 0.452
H -3.627 -4.590 0.068
H -5.234 -4.615 -0.488
C -0.875 4.994 -0.006
O -1.267 5.620 0.970
N -0.064 3.947 0.016
N -1.189 5.451 -1.216
H 0.255 3.473 -0.820
H 0.413 3.719 0.872
H -0.980 4.879 -2.020
H -2.094 5.883 -1.327
C -3.999 0.937 -0.389
O -3.354 0.442 0.573
N -3.472 1.491 -1.472
N -5.321 1.095 -0.321
H -4.151 1.562 -2.211
H -2.616 2.021 -1.507
H -5.686 1.616 -1.101
H -5.916 0.725 0.400
C 1.104 -5.296 0.705
O 2.006 -4.514 1.022
N 1.262 -6.185 -0.294
N -0.081 -5.444 1.346
H 2.181 -6.058 -0.694
H 0.601 -6.897 -0.549
H -0.757 -6.088 0.971
H 0.030 -5.462 2.350
*
```